Record 1
25
Properties=species:S:1:pos:R:3:nbo_charge:R:1 method="wB97M-V/def2-TZVPD" e_homo_ev=-6.752 de_lowest_kj_mol=544.3 energy_ev=-11504.4139 fmax_ev_per_a=1.430 homo_lumo_gap_ev=7.3
C -0.080 -0.167 -0.499 0.391
C 0.121 0.890 0.463 -0.218
C -2.923 0.614 0.806 -0.216
C 2.072 -0.722 1.227 -0.404
C -0.585 -1.530 -0.111 -0.678
C -0.028 0.096 -1.976 -0.693
N 1.512 0.203 0.242 -0.214
N 2.532 0.927 -0.434 -0.644
O -2.082 0.889 -0.239 -0.928
H 2.310 1.917 -0.438 0.362
H 2.600 0.607 -1.395 0.360
H 0.118 1.909 0.097 0.240
H -0.236 0.737 1.474 0.235
H -3.428 -0.377 0.739 0.112
H -3.740 1.355 0.931 0.142
H -2.416 0.598 1.810 0.083
H 2.670 -1.479 0.720 0.208
H 1.272 -1.198 1.789 0.213
H 2.704 -0.169 1.923 0.210
H 0.081 -2.324 -0.460 0.215
H -1.072 0.233 -2.269 0.300
H -0.754 -1.623 0.960 0.225
H -1.548 -1.662 -0.603 0.274
H 0.495 1.018 -2.230 0.213
H 0.401 -0.743 -2.527 0.213

=====

Record 2
11
Properties=species:S:1:pos:R:3:nbo_charge:R:1 method="wB97M-V/def2-TZVPD" e_homo_ev=-9.720 de_lowest_kj_mol=154.4 energy_ev=-21161.8556 fmax_ev_per_a=2.755 homo_lumo_gap_ev=9.5
C -1.594 1.428 0.218 -0.749
C -1.339 0.278 -0.374 0.723
O 1.564 -0.531 -2.788 -0.854
O 1.567 -1.959 -0.803 -0.841
O 1.179 -0.172 1.633 -0.950
O -1.297 -0.644 -1.112 -0.505
S 0.851 -1.478 -1.936 1.671
H -1.320 2.282 -0.390 0.276
H -2.034 1.548 1.292 0.277
H 0.420 -0.327 2.222 0.472
H 2.002 -0.427 2.038 0.481

=====

Record 3
21
Properties=species:S:1:pos:R:3:nbo_charge:R:1 method="wB97M-V/def2-TZVPD" e_homo_ev=-9.475 de_lowest_kj_mol=571.0 energy_ev=-15858.9420 fmax_ev_per_a=8.493 homo_lumo_gap_ev=8.2
C 1.661 -1.060 0.871 -0.432
N 1.882 0.082 -0.097 -0.515
C 1.508 -0.269 -1.520 -0.447
C 1.268 1.382 0.372 0.693
O 2.075 2.224 1.066 -0.539
C -0.266 1.895 0.102 -0.564
C -1.360 0.623 0.163 0.328
N -1.890 0.256 -1.112 -0.190
N -2.706 -0.761 -1.076 -0.163
C -2.902 -1.301 0.243 0.121
N -2.398 -0.900 1.529 -0.162
N -1.584 0.118 1.481 -0.185
H 2.087 -0.712 1.914 0.235
H 2.361 -1.960 0.517 0.222
H 0.546 -1.386 1.011 0.184
H 0.836 0.523 -2.065 0.220
H 0.884 -1.286 -1.537 0.197
H 2.523 -0.399 -2.135 0.223
H -0.544 2.711 0.929 0.283
H -0.364 2.482 -0.933 0.269
H -3.618 -2.261 0.276 0.221

=====

Record 4
19
Properties=species:S:1:pos:R:3:nbo_charge:R:1 method="wB97M-V/def2-TZVPD" e_homo_ev=-14.568 de_lowest_kj_mol=905.7 charge=+1 energy_ev=-8901.2426 fmax_ev_per_a=6.578 homo_lumo_gap_ev=4.9
O -3.313 -1.489 -0.954 -0.161
C -3.820 -0.649 -1.814 0.242
C -4.152 0.712 -1.229 0.023
C -3.813 1.130 0.192 -0.453
C -4.531 0.377 1.329 -0.441
C -4.522 -1.137 1.583 -0.620
N -2.923 0.664 -2.160 -0.232
H -4.012 -0.942 -2.845 0.239
H -4.997 1.137 -1.608 0.246
H -2.705 1.294 0.404 0.282
H -3.876 2.247 0.324 0.315
H -5.595 0.710 1.384 0.231
H -4.199 0.950 2.234 0.246
H -3.518 -1.449 2.122 0.231
H -5.262 -1.462 2.407 0.253
H -4.671 -1.798 0.795 0.215
H -3.180 1.311 -2.833 0.385
H 34.891 -0.800 0.525 0.001
H 34.198 -0.804 0.146 -0.001

=====

Record 5
22
Properties=species:S:1:pos:R:3:nbo_charge:R:1 method="wB97M-V/def2-TZVPD" e_homo_ev=-3.570 de_lowest_kj_mol=673.1 charge=-1 energy_ev=-10990.6297 fmax_ev_per_a=1.933 homo_lumo_gap_ev=3.7
C 0.597 1.566 -1.332 -0.536
O 1.382 2.695 1.138 -0.403
C -0.352 0.475 -0.748 -0.054
C 0.031 0.256 0.701 -0.168
C 1.421 -0.411 0.865 -0.618
C -0.999 -0.417 1.590 -0.641
N -0.326 -0.647 -1.695 -0.884
H 0.809 2.199 -0.430 0.228
H 1.582 1.153 -1.548 0.196
H -1.327 0.974 -0.819 0.178
H 0.303 1.284 1.062 0.245
H 1.889 -0.121 1.804 0.209
H 1.351 -1.505 0.830 0.213
H 2.120 -0.167 0.065 0.198
H -1.633 0.360 2.036 0.193
H -0.464 -0.942 2.384 0.194
H -1.595 -1.146 1.025 0.295
H 0.046 2.073 -2.115 0.209
H 0.573 -1.119 -1.668 0.333
H -2.592 -2.516 -1.153 0.404
H -1.054 -1.373 -1.309 0.439
O -1.761 -2.672 -0.683 -1.230

=====

Record 6
95
Properties=species:S:1:pos:R:3:mulliken_charge:R:1 method="wB97M-V/def2-TZVPD" e_homo_ev=-7.157 de_lowest_kj_mol=114.2 charge=-1 energy_ev=-99119.1898 fmax_ev_per_a=1.470 homo_lumo_gap_ev=7.7
Hg -20.026 2.362 -18.393 3.483
O -21.657 1.447 -26.570 -0.563
C -21.690 2.123 -25.592 0.583
O -20.677 2.821 -25.068 -0.510
B -21.112 3.353 -23.792 0.848
O -22.560 3.368 -23.834 -0.440
C -22.948 2.441 -24.725 0.580
O -24.018 1.927 -24.796 -0.555
O -20.505 4.692 -23.541 -0.569
C -19.966 4.718 -22.352 0.509
O -19.431 5.643 -21.815 -0.619
C -20.027 3.303 -21.764 -0.064
O -20.648 2.539 -22.594 -0.359
O -19.614 2.997 -20.663 -0.571
O -22.441 -2.161 -23.942 -0.587
C -21.406 -2.174 -23.362 0.609
O -21.206 -2.025 -22.063 -0.442
B -19.752 -1.896 -21.812 1.197
O -19.107 -2.277 -23.034 -0.506
C -20.022 -2.464 -24.009 0.588
O -19.775 -2.799 -25.120 -0.577
O -19.368 -2.739 -20.652 -0.581
C -19.290 -1.983 -19.569 0.378
O -19.157 -2.334 -18.437 -0.577
C -19.329 -0.517 -20.055 -0.021
O -19.441 -0.498 -21.342 -0.462
O -19.179 0.439 -19.321 -0.333
C -23.647 -0.449 -17.426 0.582
F -24.221 -1.477 -16.828 -0.208
F -23.261 -0.827 -18.655 -0.223
F -24.550 0.537 -17.555 -0.214
S -22.160 0.113 -16.495 1.066
O -22.657 0.892 -15.392 -0.655
O -21.515 -1.125 -16.181 -0.642
O -21.428 0.893 -17.512 -0.967
C -21.677 6.853 -19.528 -1.395
C -21.167 6.154 -18.267 1.739
C -21.243 7.086 -17.055 -0.856
C -22.620 7.237 -16.425 -0.869
C -23.325 5.896 -16.225 -1.699
C -23.220 4.926 -17.399 1.358
N -21.843 4.899 -17.914 0.742
O -21.758 3.958 -18.992 0.070
C -23.557 3.518 -16.909 -1.731
C -24.294 5.302 -18.453 -1.515
C -19.686 5.812 -18.436 -0.929
H -20.967 7.621 -19.842 0.413
H -22.648 7.319 -19.383 0.351
H -21.699 6.186 -20.394 0.077
H -20.598 6.660 -16.276 -0.212
H -20.812 8.057 -17.299 0.489
H -23.257 7.880 -17.037 0.441
H -22.489 7.695 -15.443 0.521
H -24.378 6.090 -16.010 0.376
H -22.977 5.354 -15.338 0.508
H -24.265 3.517 -16.079 0.368
H -23.887 2.863 -17.710 0.479
H -22.678 3.064 -16.453 0.078
H -24.307 6.381 -18.605 0.439
H -24.164 4.822 -19.428 0.227
H -25.279 4.994 -18.107 0.490
H -19.520 5.217 -19.333 -0.283
H -19.311 5.359 -17.520 -0.549
H -19.127 6.727 -18.658 0.714
H -22.527 4.138 -19.556 -0.006
C -17.786 2.485 -14.196 -1.944
C -18.592 3.243 -15.245 1.200
C -18.397 4.737 -15.067 -0.932
C -17.007 5.241 -15.526 -0.910
C -16.737 4.867 -16.972 -1.131
C -16.940 3.373 -17.214 1.297
N -18.236 2.907 -16.654 1.784
O -18.364 1.500 -16.849 -0.379
C -17.016 3.160 -18.734 -2.144
C -15.711 2.567 -16.770 -1.716
C -20.081 2.935 -15.098 -1.065
H -17.908 1.405 -14.334 0.363
H -18.273 2.650 -13.231 0.483
H -16.736 2.737 -14.099 0.328
H -19.190 5.345 -15.506 -0.420
H -18.394 4.969 -13.997 0.628
H -16.224 4.880 -14.861 0.387
H -17.091 6.326 -15.412 0.489
H -15.701 5.127 -17.196 0.643
H -17.379 5.442 -17.639 0.186
H -17.197 2.106 -18.962 0.314
H -17.817 3.741 -19.207 0.033
H -16.109 3.439 -19.272 0.522
H -15.458 2.553 -15.710 0.243
H -15.792 1.520 -17.081 0.466
H -14.834 2.933 -17.303 0.484
H -20.593 3.486 -15.894 -0.324
H -20.443 3.414 -14.182 0.612
H -20.344 1.883 -15.092 0.205
H -17.593 1.046 -16.478 0.278

=====

Record 7
44
Properties=species:S:1:pos:R:3:nbo_charge:R:1 method="wB97M-V/def2-TZVPD" e_homo_ev=-8.592 de_lowest_kj_mol=0.0 energy_ev=-35997.4401 fmax_ev_per_a=3.528 homo_lumo_gap_ev=9.2
O 1.316 -2.871 1.131 -0.903
O 3.145 -1.269 1.539 -0.902
O 1.285 -1.622 3.355 -0.675
C 0.038 0.628 1.991 0.038
C -0.901 1.765 0.043 0.000
C -0.794 1.572 1.384 -0.043
C -0.231 0.942 -0.837 0.048
C 0.496 -0.062 -0.276 0.085
C 0.674 -0.295 1.107 -0.379
C 1.321 -0.469 5.479 -0.622
C -0.983 3.981 2.490 -0.608
C 0.811 1.811 -3.037 -0.605
C 2.749 -1.118 -3.415 -0.601
C 0.106 0.455 3.462 -0.447
C -1.756 2.977 0.147 -0.414
C 0.723 -1.962 -2.013 -0.407
C 1.330 -0.339 3.942 0.080
C -1.637 2.792 1.732 -0.201
C 0.066 0.665 -2.309 -0.215
C 2.105 -1.315 -2.045 -0.206
C 0.881 -0.502 -1.598 -0.085
S 1.735 -1.600 1.729 2.315
H 1.408 0.513 5.993 0.220
H 2.201 -1.098 5.776 0.232
H 0.344 -0.843 5.814 0.215
H -0.867 3.700 3.548 0.208
H 0.006 4.217 2.061 0.211
H -1.647 4.840 2.381 0.215
H 0.130 2.605 -3.247 0.210
H 1.180 1.388 -3.986 0.211
H 1.655 2.167 -2.433 0.214
H 3.252 -2.061 -3.750 0.216
H 1.988 -0.839 -4.149 0.199
H 3.488 -0.342 -3.427 0.209
H -0.777 -0.081 3.775 0.227
H 0.126 1.457 3.929 0.223
H -2.756 2.883 -0.278 0.218
H -1.286 3.876 -0.259 0.215
H 0.142 -2.133 -2.914 0.212
H 0.492 -2.628 -1.205 0.238
H 2.236 0.212 3.648 0.193
H -2.562 2.491 2.197 0.207
H -0.800 0.312 -2.919 0.214
H 2.854 -1.517 -1.271 0.239

=====

Record 8
123
Properties=species:S:1:pos:R:3:mulliken_charge:R:1 method="wB97M-V/def2-TZVPD" e_homo_ev=-7.140 de_lowest_kj_mol=115.2 energy_ev=-80416.9810 fmax_ev_per_a=9.490 homo_lumo_gap_ev=6.0
C 5.589 1.393 20.881 -1.375
C 6.099 0.222 19.995 0.706
O 5.701 -0.975 20.692 -0.633
H 5.681 2.274 20.261 0.347
H 6.338 1.546 21.697 0.317
H 4.584 1.341 21.208 0.442
H 7.167 0.256 19.945 0.447
H 5.776 0.167 18.916 -0.609
H 4.751 -0.964 20.768 0.287
C 7.751 -1.574 17.399 1.447
C 6.905 -2.567 16.580 2.720
O 6.274 -1.898 15.575 1.015
H 8.570 -1.209 16.827 -1.227
H 8.053 -1.928 18.391 -0.025
H 7.179 -0.641 17.584 -1.023
H 6.277 -3.160 17.240 -1.433
H 7.517 -3.309 16.194 -0.139
H 5.375 -1.817 15.910 -0.935
C 12.573 -1.819 13.351 -1.586
C 11.811 -0.803 14.174 0.075
O 11.186 -1.514 15.205 -0.530
H 13.292 -2.427 13.957 0.351
H 13.238 -1.220 12.751 0.435
H 11.989 -2.511 12.815 0.245
H 11.061 -0.315 13.510 0.068
H 12.345 0.034 14.567 0.578
H 10.807 -0.841 15.776 -0.007
C 6.306 2.768 17.157 0.259
O 7.191 1.677 16.910 -0.616
N 6.674 3.849 17.759 -0.350
N 5.112 2.772 16.658 -0.317
H 7.618 3.882 18.151 0.297
H 5.931 4.508 18.134 0.222
H 4.775 1.873 16.242 0.011
H 4.286 3.235 17.092 0.313
C 8.323 -4.953 12.826 0.651
O 9.538 -4.404 12.627 -0.649
N 7.373 -4.357 13.450 0.789
N 8.081 -6.211 12.402 -0.538
H 7.731 -3.445 13.842 -0.671
H 6.475 -4.753 13.708 0.085
H 8.783 -6.388 11.671 0.331
H 7.107 -6.393 12.131 0.188
C 8.486 -1.286 12.658 0.068
O 9.635 -1.420 11.965 -0.777
N 7.445 -0.741 12.181 0.144
N 8.389 -1.699 13.927 2.067
H 7.354 -0.468 11.179 0.323
H 6.562 -0.584 12.688 -0.121
H 9.251 -1.906 14.384 -0.572
H 7.495 -1.622 14.448 -0.426
C 4.409 -0.044 11.674 0.527
O 3.994 1.233 11.279 -0.790
N 4.324 -1.045 10.814 -0.453
N 4.765 -0.300 12.914 0.251
H 3.898 -0.846 9.847 0.245
H 4.831 -1.877 10.972 0.272
H 4.972 0.489 13.542 -0.001
H 4.604 -1.211 13.312 -0.038
C 3.581 -0.359 16.643 0.403
O 3.765 0.598 15.608 -0.891
N 3.647 -1.626 16.440 0.167
N 3.297 -0.002 17.877 -0.149
H 3.506 -2.003 15.502 0.072
H 3.735 -2.289 17.177 0.224
H 3.022 1.024 18.013 0.316
H 3.309 -0.585 18.699 0.041
C 2.885 -3.455 12.750 0.104
O 3.742 -2.868 13.655 -0.688
N 2.696 -4.736 12.654 -0.298
N 2.382 -2.825 11.704 -0.485
H 3.345 -5.368 13.203 0.350
H 2.187 -5.063 11.901 0.178
H 2.752 -1.873 11.581 0.227
H 1.392 -3.033 11.448 0.219
C 7.014 -4.710 19.930 0.095
O 8.164 -4.225 19.288 -0.734
N 6.863 -5.964 20.290 -0.268
N 6.136 -3.897 20.376 -0.380
H 7.541 -6.667 20.012 0.340
H 5.942 -6.273 20.664 0.183
H 6.295 -2.856 20.314 0.149
H 5.296 -4.258 20.841 0.324
C 3.388 -4.299 18.504 0.086
O 3.854 -5.630 18.266 -0.621
N 4.129 -3.249 18.723 -0.253
N 2.172 -3.925 18.496 -0.311
H 5.016 -3.585 19.146 -0.223
H 3.684 -2.537 19.241 0.326
H 1.858 -3.085 17.988 0.283
H 1.473 -4.751 18.419 0.343
C 10.297 -4.713 15.843 0.496
O 9.753 -5.932 15.507 -0.766
N 10.080 -4.185 17.010 0.095
N 11.171 -4.092 15.182 -0.292
H 9.306 -4.451 17.658 -0.150
H 10.627 -3.373 17.186 0.179
H 11.259 -4.385 14.184 0.362
H 11.300 -3.051 15.260 0.187
C 6.993 -6.488 17.005 0.155
O 6.491 -7.818 17.149 -0.630
H 6.314 -5.871 17.554 -0.212
H 7.078 -6.106 15.965 -0.036
H 7.973 -6.467 17.529 0.391
H 7.087 -8.267 16.578 0.374
C 10.037 2.174 15.224 -0.927
O 9.527 0.924 15.635 0.048
H 9.388 2.976 15.601 0.238
H 10.109 2.326 14.168 0.318
H 10.999 2.393 15.681 0.299
H 8.679 1.025 16.069 0.281
C 9.856 -1.610 20.673 -0.480
O 10.225 -2.506 19.639 -0.501
H 10.224 -1.950 21.615 0.342
H 8.778 -1.422 20.735 0.013
H 10.319 -0.645 20.504 0.283
H 9.479 -3.175 19.524 0.402
C 4.215 -5.508 15.398 -0.636
O 4.797 -5.768 14.113 -0.793
H 3.199 -5.128 15.379 0.397
H 4.922 -4.835 16.020 -0.135
H 4.212 -6.488 15.892 0.602
H 5.291 -6.600 14.133 0.289